[1]
Formula: C4H11N2O
Source: OMol25
Level of theory: ωB97M-V with the def2-TZVPD basis set

XYZ file:
```
18
Properties=species:S:1:pos:R:3:forces:R:3:lowdin_charge:R:1
C 2.232318 -0.487244 0.353872 0.7 0.5 0.1 -0.34
O 0.949537 -0.171786 0.695059 0.4 -0.6 0.5 -0.01
C 3.183626 -0.243653 1.530609 0.0 0.0 0.4 -0.07
H 2.548787 0.061450 -0.542275 0.0 0.0 -0.1 0.11
H 2.336006 -1.558455 0.118633 -0.5 -0.1 -0.1 0.15
H 4.224016 -0.342270 1.225888 0.0 0.0 -0.2 0.08
H 2.996962 -0.962659 2.328012 -0.1 0.0 0.0 0.08
H 3.044658 0.748883 1.955539 0.0 0.1 -0.1 0.08
C -2.132194 -0.561635 0.534641 0.0 0.1 0.2 -0.17
N -0.497128 0.585360 -1.459326 -0.5 0.4 -0.1 0.09
C -1.867680 0.761073 -1.346956 -0.2 0.0 -0.2 -0.33
N -2.688502 0.258111 -0.524896 0.1 -0.1 0.1 -0.04
H -1.465292 -1.356469 0.178993 0.0 0.0 -0.1 0.07
H -2.934141 -1.013220 1.117312 0.0 0.0 -0.1 0.06
H -1.548354 0.059449 1.220584 0.0 -0.1 0.1 0.06
H 0.064557 0.440990 -0.615207 -0.4 0.0 -0.5 0.01
H -0.128251 1.233379 -2.136062 0.4 -0.1 0.1 0.07
H -2.281235 1.407226 -2.122378 0.0 -0.1 -0.1 0.10
```
Positions in Å, forces in eV/Å.

Multiplicity: 2
Energy relative to the best compared isomer or geometry (same formula, charge and spin): 1.235 eV
Largest force on an atom: 0.898 eV Å⁻¹
LUMO (spin up / spin down): 0.78 / -2.30 eV


[2]
Formula: C36H69BrF5N2O5PS
Source: OMol25
Level of theory: ωB97M-V with the def2-TZVPD basis set

XYZ file:
```
120
Properties=species:S:1:pos:R:3:forces:R:3:lowdin_charge:R:1
C -1.583557 -3.804397 1.786360 0.1 0.8 0.6 -0.11
C -0.690585 -2.602257 2.501995 0.3 -0.2 0.1 -0.26
C 0.434556 -2.017024 1.410677 -1.5 -1.0 -0.5 -0.62
Br 2.113337 -1.426859 2.409811 -1.1 -0.2 -0.8 0.65
C -0.166572 -0.860508 0.415443 -1.2 1.5 -4.6 -0.09
C -0.660312 0.656866 0.919525 -0.9 0.8 -2.1 -0.02
C -0.470118 0.991660 2.510267 -0.2 1.2 0.2 -0.17
C 0.790865 2.032220 2.828184 0.4 0.1 -0.4 -0.17
C 1.874927 2.154391 1.606707 1.0 0.3 0.4 -0.15
F 1.515777 3.173908 0.565729 0.5 -2.0 2.4 -0.14
C -1.306517 1.778172 -0.077437 1.6 -4.0 -0.1 0.05
C -1.871194 3.258950 0.283469 1.1 0.7 -1.7 -0.19
F -1.537696 3.802915 1.609239 -1.1 -1.8 -3.7 0.00
F -1.256378 4.206075 -0.721589 -1.5 -2.5 3.1 -0.03
C -3.516571 3.386456 0.006695 -1.0 0.7 -0.9 -0.08
F -4.192507 2.074686 -0.115286 2.2 3.7 0.4 -0.03
F -3.760028 4.132287 -1.256778 0.7 -2.4 3.6 -0.05
C -1.443264 1.329074 -1.683813 -0.7 0.0 -3.2 -0.11
N -2.031145 2.164036 -2.830524 2.1 -3.5 2.1 -0.28
S -1.931519 1.311267 -4.391198 1.9 -1.9 6.7 0.89
N -1.184029 -0.189705 -3.789866 0.0 1.7 4.5 -0.29
C -0.962790 -0.110133 -2.296686 -0.9 2.6 0.0 -0.21
C -0.322324 -1.185749 -1.218306 -0.6 2.0 1.4 -0.21
P 0.240390 -2.875678 -2.008780 0.6 0.0 0.2 0.84
C 1.718657 -2.327307 -3.152611 0.3 1.4 -0.3 -0.32
C -1.214042 -3.540363 -3.105733 -1.4 0.1 0.1 -0.34
H -1.459829 -3.656769 0.620902 -0.5 -0.6 2.4 0.06
H -1.240784 -4.867669 2.165690 -0.6 2.2 -1.1 0.09
H -2.697517 -3.642245 2.137230 2.2 -0.4 -1.0 0.08
H -0.081800 -3.011462 3.426255 -1.3 0.8 -1.9 0.10
H -1.420686 -1.775298 2.892657 1.5 -1.4 -0.9 0.10
H 0.790526 -2.990835 0.818594 -0.8 2.6 0.9 0.08
H -0.295652 0.066193 3.203902 -0.5 1.5 -1.9 0.08
H -1.435797 1.542979 2.897081 1.8 -1.2 -0.9 0.12
H 1.372066 1.627146 3.781370 -1.1 0.7 -2.1 0.10
H 0.422402 3.115705 3.114274 0.6 -2.3 -0.8 0.12
H 2.092381 1.163103 1.025541 -0.8 1.9 1.1 0.08
H 2.912207 2.480199 2.100200 -2.3 -0.4 -1.3 0.13
H -3.996946 4.026547 0.873931 0.8 -1.6 -1.9 0.18
H 2.427593 -3.213881 -3.437573 -1.6 1.5 0.7 0.03
H 1.353757 -1.760901 -4.114460 0.7 -1.1 1.8 0.04
H 2.335133 -1.538870 -2.504079 -1.3 -1.8 -1.4 0.06
H -1.832030 -4.306948 -2.430795 1.5 1.6 -1.4 0.05
H -0.849524 -4.100518 -4.070078 -0.5 1.2 1.9 0.06
H -1.958998 -2.676497 -3.374203 1.5 -1.7 0.2 0.03
C -3.216470 -1.565098 6.503991 0.0 -0.2 0.2 -0.08
C -4.204193 -1.669965 5.355036 0.1 -0.1 0.0 -0.28
O -4.202160 -2.945266 4.720175 0.1 0.0 -0.2 -0.18
C -4.554796 -4.062249 5.530994 -0.1 0.0 -0.1 -0.28
C -5.961746 -3.979075 6.096427 -0.1 0.2 0.1 -0.08
H -2.213335 -1.860024 6.180046 -0.1 0.1 0.0 0.08
H -3.178520 -0.539174 6.883954 0.0 -0.1 -0.1 0.08
H -3.496755 -2.219163 7.334393 0.0 0.1 0.0 0.07
H -3.926063 -0.940522 4.587495 -0.1 -0.3 -0.1 0.11
H -5.215892 -1.408496 5.679025 0.0 0.0 0.1 0.11
H -3.816193 -4.202227 6.326833 0.0 0.0 0.1 0.11
H -4.488480 -4.946284 4.888150 0.1 0.3 -0.1 0.12
H -6.058972 -3.156070 6.810925 0.0 -0.1 0.0 0.07
H -6.220939 -4.905911 6.616699 0.0 0.1 -0.1 0.08
H -6.690292 -3.805555 5.297638 0.1 -0.1 0.1 0.08
C 3.411427 0.062539 5.767115 0.2 -0.2 -0.1 -0.09
C 2.663042 0.097776 7.088239 -0.1 -0.1 -0.1 -0.27
O 2.175627 -1.176587 7.497956 -0.1 0.0 0.0 -0.17
C 3.150825 -2.190030 7.724567 -0.1 0.0 0.1 -0.28
C 4.136436 -1.845322 8.827239 0.1 0.2 0.0 -0.08
H 2.803642 -0.412761 4.990655 0.0 0.1 0.1 0.01
H 3.667544 1.076889 5.444890 0.0 -0.1 0.1 0.08
H 4.341219 -0.507393 5.848306 0.0 0.1 0.0 0.07
H 1.786564 0.744141 6.976169 0.0 -0.3 0.1 0.12
H 3.276573 0.541648 7.877813 0.1 0.0 0.0 0.11
H 3.669802 -2.433202 6.791820 0.1 0.0 0.0 0.11
H 2.600923 -3.090809 8.016747 -0.1 0.2 -0.1 0.12
H 4.769170 -0.997065 8.549020 0.0 -0.1 0.0 0.07
H 4.791182 -2.696633 9.035726 -0.1 0.1 0.0 0.08
H 3.608481 -1.570986 9.746454 0.0 -0.1 -0.1 0.08
C 4.547558 -8.049849 -3.795455 0.1 -0.1 0.2 -0.08
C 4.313690 -6.658758 -4.358361 -0.1 0.0 0.1 -0.28
O 3.893851 -5.713777 -3.378468 -0.1 0.1 0.0 -0.18
C 4.797029 -5.462948 -2.305721 0.0 0.1 -0.1 -0.28
C 6.131192 -4.896076 -2.758274 0.1 -0.1 -0.2 -0.08
H 3.668837 -8.396162 -3.242174 0.1 0.0 -0.1 0.08
H 4.760061 -8.758663 -4.602150 0.0 0.1 0.1 0.08
H 5.395199 -8.065359 -3.104664 0.0 0.0 -0.1 0.07
H 3.511498 -6.712827 -5.101412 0.0 0.2 0.2 0.12
H 5.199687 -6.291836 -4.884902 0.1 0.0 0.0 0.11
H 4.934851 -6.368145 -1.705628 0.1 0.0 0.0 0.11
H 4.309520 -4.730566 -1.653712 -0.2 -0.1 -0.2 0.12
H 6.696415 -5.623254 -3.349062 0.0 0.1 0.1 0.07
H 6.742765 -4.619480 -1.894351 -0.1 0.0 -0.1 0.08
H 5.982910 -4.010795 -3.385364 0.0 -0.1 0.1 0.08
C -1.821208 7.603129 -1.435569 0.1 0.0 -0.2 -0.07
C -3.043181 7.801565 -0.555743 0.1 0.0 -0.1 -0.28
O -3.301930 9.167417 -0.244390 0.0 0.1 0.1 -0.17
C -3.571474 10.032475 -1.343686 -0.1 -0.1 0.1 -0.28
C -4.804898 9.636940 -2.136374 -0.1 -0.3 -0.1 -0.09
H -0.946671 8.097019 -1.000297 -0.1 -0.1 0.0 0.09
H -1.603433 6.536848 -1.553692 -0.1 0.2 0.0 0.06
H -1.972332 8.026099 -2.432657 0.0 -0.1 0.0 0.07
H -2.873157 7.292365 0.398389 -0.1 0.3 0.0 0.12
H -3.929191 7.338856 -1.000440 0.0 0.0 -0.1 0.10
H -2.692350 10.108604 -1.991630 0.0 -0.1 -0.1 0.11
H -3.732498 11.030157 -0.921943 0.1 -0.2 0.2 0.12
H -4.663879 8.679252 -2.646517 0.0 0.1 0.0 0.07
H -5.029725 10.390831 -2.896631 0.0 -0.1 0.1 0.08
H -5.671732 9.530356 -1.475923 0.1 0.1 -0.1 0.08
C -0.665721 2.234288 -8.084640 0.0 0.0 -0.2 -0.09
C 0.665229 1.963149 -7.405121 0.0 -0.1 0.0 -0.28
O 1.363463 0.847611 -7.950547 0.0 -0.1 0.0 -0.16
C 1.732140 0.934946 -9.323821 0.1 0.0 0.1 -0.28
C 2.671017 2.089699 -9.625806 0.0 0.3 0.1 -0.08
H -1.283916 1.331054 -8.099073 0.1 0.1 0.1 0.08
H -1.209005 3.026855 -7.560224 0.1 -0.1 0.0 0.07
H -0.528639 2.552583 -9.121858 -0.1 0.1 0.1 0.07
H 0.478530 1.728113 -6.352285 0.2 -0.2 -0.2 0.09
H 1.302409 2.852393 -7.415918 0.0 0.1 -0.1 0.11
H 0.838701 0.975951 -9.955148 0.0 0.1 0.0 0.11
H 2.241726 -0.002772 -9.569118 -0.2 0.0 0.3 0.12
H 2.180572 3.055901 -9.473443 0.0 -0.1 -0.1 0.07
H 3.009234 2.046652 -10.665347 0.0 0.0 0.1 0.08
H 3.545331 2.060074 -8.967283 -0.1 -0.1 -0.1 0.08
```
Positions in Å, forces in eV/Å.

Energy relative to the best compared isomer or geometry (same formula, charge and spin): 7.367 eV
Largest force on an atom: 7.167 eV Å⁻¹
LUMO: -1.86 eV


[3]
Formula: C27H56BF6O13Si
Source: OMol25
Level of theory: ωB97M-V with the def2-TZVPD basis set

XYZ file:
```
104
Properties=species:S:1:pos:R:3:forces:R:3:lowdin_charge:R:1
C 4.559411 -2.768393 1.448815 -0.3 -0.1 -0.9 -0.01
C 4.091369 -2.342188 0.255278 0.3 0.1 0.1 -0.20
C 3.897424 -0.919259 -0.152445 0.8 -0.1 -0.2 -0.09
B 2.664232 -0.138232 0.665828 0.5 -0.5 0.4 -0.74
C 3.388654 1.067108 1.583802 0.3 0.3 -0.1 0.01
C 4.240076 0.541636 2.662390 -1.0 0.1 0.3 -0.46
O 3.887972 0.278990 3.777182 0.4 0.0 0.2 0.11
F 5.556473 0.379384 2.353568 0.2 0.0 -0.1 0.07
O 1.861795 -0.915427 1.645190 -0.3 0.8 0.2 0.03
C 0.623120 -1.208964 1.090256 -0.2 -1.7 -0.7 -0.41
C 0.853223 -2.562983 0.340821 0.1 0.5 -0.1 0.02
C -0.468086 -1.493225 2.139874 0.3 0.4 0.2 -0.11
C 0.039659 -2.285006 3.356839 -0.2 -0.1 0.0 -0.17
C -0.168555 -3.804547 3.323141 0.0 0.2 0.5 -0.19
C -1.608942 -4.262179 3.038358 0.3 -0.1 -0.3 -0.17
C -1.737403 -5.118647 1.775586 -0.6 0.1 0.5 -0.24
O -0.722168 -6.095049 1.728249 0.0 0.2 -0.2 -0.19
C -0.176159 -6.343664 0.450205 0.4 -0.3 0.2 -0.10
C 0.347360 0.009806 0.103344 1.1 -0.3 1.5 -0.28
C -0.155752 1.210264 0.938378 -0.5 -0.4 -0.6 -0.06
C 0.086223 2.585689 0.331827 0.0 0.3 0.5 -0.22
O 1.407540 3.070907 0.543059 -0.3 0.1 -0.4 -0.20
Si 1.978156 4.103872 -0.622705 0.9 0.1 0.4 0.42
C 1.952561 3.341665 -2.337666 -0.8 -0.1 0.4 -0.14
C 3.772375 4.446635 -0.183194 -0.5 -0.3 -0.5 -0.15
C 1.027989 5.726069 -0.518378 0.0 -0.2 -0.1 -0.15
C -0.521505 -0.419267 -1.105117 0.1 0.6 -0.5 -0.35
F -1.473836 -1.345934 -0.733554 0.0 0.2 0.2 0.09
F 0.281765 -1.037751 -2.018441 -0.3 -0.2 0.1 0.09
C -1.269934 0.673178 -1.864561 0.1 -0.1 -0.1 -0.09
C -0.946095 0.937859 -3.179588 0.2 0.0 -0.4 0.00
C -1.616914 1.908856 -3.906207 -0.1 0.1 -0.3 -0.05
C -2.625167 2.651682 -3.333667 0.2 -0.1 -0.1 -0.02
C -2.944469 2.386485 -2.009816 -0.7 0.5 -0.1 -0.12
C -4.038647 3.207919 -1.382726 0.6 0.3 -0.1 -0.54
F -3.876114 4.521573 -1.678794 -0.2 -0.3 0.2 0.13
F -5.274497 2.880071 -1.868500 0.1 0.1 0.2 0.10
F -4.079460 3.096380 -0.048195 -0.2 0.0 -0.3 0.15
C -2.296072 1.412486 -1.292648 -0.2 -0.4 0.4 0.03
O 1.643898 0.309340 -0.321232 -0.3 0.5 -0.8 0.05
H 4.060977 -3.620057 1.901454 1.2 -0.6 -0.4 0.02
H 5.416978 -2.298310 1.913467 -0.8 0.7 0.8 0.04
H 3.841110 -3.101705 -0.488417 -1.4 -0.1 0.5 0.09
H 3.691816 -0.832910 -1.225815 0.0 -0.1 0.0 0.09
H 4.831551 -0.374320 0.021094 -0.1 0.1 0.0 0.07
H 3.986474 1.708348 0.935692 0.0 -0.1 -0.1 0.08
H 2.628617 1.666192 2.075912 -0.1 0.0 0.0 0.10
H 1.419468 -2.402930 -0.572666 0.0 0.0 -0.1 0.08
H -0.066668 -3.101016 0.121096 0.0 -0.1 -0.1 0.06
H 1.512396 -3.135562 0.986713 -0.2 -0.2 0.1 0.09
H -0.919414 -0.575451 2.522973 0.1 0.1 -0.1 0.10
H -1.271012 -2.017652 1.623448 -0.1 -0.1 0.0 0.10
H 1.098703 -2.077830 3.509455 0.0 0.1 -0.1 0.11
H -0.467943 -1.890545 4.241297 -0.1 -0.1 0.1 0.11
H 0.541394 -4.284618 2.654375 -0.1 0.0 -0.2 0.09
H 0.091965 -4.174046 4.319014 0.1 0.0 0.0 0.10
H -2.261959 -3.400187 2.886933 -0.1 0.0 0.1 0.10
H -2.002189 -4.815921 3.890845 0.0 -0.1 0.0 0.10
H -1.739678 -4.460647 0.902687 0.3 -0.1 -0.2 0.10
H -2.719054 -5.612034 1.808892 0.0 0.0 -0.2 0.12
H -0.563355 -7.276917 0.029473 -0.2 0.1 -0.1 0.08
H 0.901432 -6.473982 0.569582 0.0 0.0 0.0 0.09
H -0.324143 -5.514167 -0.240880 -0.2 0.0 0.0 0.08
H -1.227173 1.110306 1.130011 0.0 0.0 0.1 0.11
H 0.321848 1.136441 1.913656 0.2 0.1 0.0 0.14
H -0.598277 3.290108 0.825202 -0.1 0.0 -0.1 0.12
H -0.162092 2.613062 -0.732247 0.1 -0.1 0.0 0.09
H 2.059020 2.259866 -2.223393 0.3 0.0 0.0 0.04
H 0.962857 3.488715 -2.781715 0.1 0.1 -0.2 0.02
H 2.706598 3.753952 -3.003413 0.1 0.0 0.0 0.03
H 4.183447 5.086232 -0.968858 0.1 0.2 0.1 0.03
H 3.885431 4.904619 0.796179 0.1 0.0 0.0 0.03
H 4.314582 3.502124 -0.239054 0.1 0.0 0.2 0.01
H 1.134880 6.323680 -1.425025 0.0 0.1 0.0 0.03
H 1.427692 6.290409 0.325144 0.0 0.1 0.0 0.03
H -0.038199 5.585577 -0.333342 -0.1 -0.1 -0.1 0.02
H -0.167955 0.390033 -3.686790 0.1 -0.1 0.2 0.13
H -1.344826 2.072225 -4.939604 0.0 0.0 0.0 0.11
H -3.145230 3.404248 -3.907527 -0.1 0.1 0.1 0.12
H -2.598146 1.234825 -0.273118 0.0 -0.1 0.0 0.13
O 5.993697 1.410351 -0.941038 0.2 0.3 -0.1 -0.04
H 6.718766 1.861650 -0.496233 0.0 0.0 0.1 0.04
H 6.035560 1.721070 -1.851092 0.0 0.0 0.0 0.04
O -7.621506 1.185374 -2.228491 0.0 0.3 -0.3 -0.05
H -6.939390 1.849029 -2.063718 0.0 -0.2 0.2 0.01
H -7.169668 0.503431 -2.737175 0.0 0.0 0.1 0.05
O 3.599122 -5.499916 2.944823 -0.1 -0.3 0.2 -0.06
H 3.207345 -4.951165 3.633198 0.0 0.1 -0.1 0.04
H 4.057376 -6.197979 3.421995 0.0 0.0 0.0 0.03
O -8.756448 3.405348 -4.077328 0.1 0.0 -0.1 -0.05
H -9.016950 3.946534 -3.325663 0.0 0.0 0.0 0.06
H -8.215091 2.702542 -3.690588 -0.2 -0.1 0.1 0.02
O -10.988536 2.634657 -5.827240 0.0 -0.2 0.1 -0.07
H -11.108032 3.510968 -6.202014 0.0 0.0 0.0 0.03
H -10.229358 2.732154 -5.231342 0.0 0.1 0.0 -0.01
O 7.771187 -3.206690 1.219757 0.2 0.0 0.0 -0.05
H 8.415708 -3.894318 1.027407 0.0 0.0 0.0 0.03
H 8.194499 -2.655591 1.885857 -0.1 0.0 0.0 0.03
O 5.035219 0.925273 6.589893 -0.1 0.1 0.0 -0.07
H 4.979936 1.880115 6.681825 0.0 0.0 0.0 0.02
H 4.538175 0.738494 5.779777 0.1 -0.2 -0.2 0.00
O -11.568594 -0.547395 -4.865074 0.0 0.1 0.0 -0.07
H -11.675463 0.337950 -5.238115 0.0 0.0 0.0 0.01
H -10.820994 -0.459230 -4.266658 0.0 0.0 0.0 0.03
```
Positions in Å, forces in eV/Å.

Net charge: -1
Energy relative to the best compared isomer or geometry (same formula, charge and spin): 0.318 eV
Largest force on an atom: 1.897 eV Å⁻¹
LUMO: 1.66 eV